1.
A cluster of 3 separate species, C6H14O2 in total. Source: the Open Molecules 2025 dataset; level of theory: ωB97M-V with the def2-TZVPD basis set.

Summary:
molar mass = 118.18 u
multiplicity = 1
strongest force on any atom = 2.12 eV/Å
calculated total energy = -387.2748 Eh
LUMO (alpha / beta) = 0.589 / 0.590 eV

Last columns: bonded neighbours and bond lengths (Å).
Atoms and positions in Å:
1 C -0.74016 0.48896 -0.63672  C2 1.365, O7 1.362, H11 1.085
2 C -0.21260 -0.35291 0.29966  C1 1.365, C5 1.494, H12 1.083
3 C -2.65772 -0.66651 -0.02902  O8 1.389, H13 1.085, H14 1.094
4 C 1.63259 1.11469 0.01386  C6 1.504, H15 1.091, H16 1.088
5 C 0.33457 -1.69707 -0.05346  C2 1.494, H17 1.090, H18 1.091, H19 1.091
6 C 2.88797 0.35204 0.33708  C4 1.504, H20 1.094, H21 1.101, H22 1.094
7 O -1.23060 1.71468 -0.30326  C1 1.362, H9 0.963
8 O -3.15872 0.08645 1.02509  C3 1.389, H10 0.966
9 H -1.14099 2.31596 -1.04982  O7 0.963
10 H -3.03474 1.01988 0.80813  O8 0.966
11 H -0.60129 0.28317 -1.69262  C1 1.085
12 H -0.40984 -0.12701 1.34050  C2 1.083
13 H -2.61811 -1.71495 0.24877  C3 1.085
14 H -3.15286 -0.50850 -0.99168  C3 1.094
15 H 1.64896 1.59022 -0.96748  C4 1.091
16 H 1.30861 1.81625 0.77936  C4 1.088
17 H 1.30726 -1.84239 0.41692  C5 1.090
18 H -0.32255 -2.48811 0.31091  C5 1.091
19 H 0.45977 -1.81552 -1.13037  C5 1.091
20 H 3.11135 -0.40267 -0.42333  C6 1.094
21 H 3.77848 0.99688 0.39848  C6 1.101
22 H 2.81063 -0.16352 1.29902  C6 1.094

2.
A cluster of 3 separate species, C12H20F9O9S2 in total. Source: the Open Molecules 2025 dataset; level of theory: ωB97M-V with the def2-TZVPD basis set.

Summary:
molar mass = 543.40 u
multiplicity = 1
strongest force on any atom = 4.00 eV/Å
calculated total energy = -2841.5384 Eh
LUMO = 2.561 eV
charge = -1

Last columns: bonded neighbours and bond lengths (Å).
Atoms and positions in Å:
1 O 4.11246 -2.45509 2.99841  S2 1.439
2 S 3.18207 -3.32014 2.32348  O1 1.439, O3 1.443, O4 1.440, S5 2.172
3 O 2.25159 -4.07193 3.13125  S2 1.443
4 O 3.86693 -4.16514 1.37974  S2 1.440
5 S 2.08284 -2.03584 0.96017  S2 2.172, O6 1.441, O7 1.446, C8 1.876
6 O 1.87713 -2.62014 -0.34111  S5 1.441
7 O 2.88212 -0.84291 0.79122  S5 1.446
8 C 0.43447 -1.42083 1.61181  S5 1.876, F9 1.340, F10 1.352, C11 1.553
9 F 0.62305 -0.33000 2.36704  C8 1.340
10 F -0.24157 -0.98869 0.52318  C8 1.352
11 C -0.43553 -2.44781 2.38669  C8 1.553, F12 1.339, F13 1.342, C14 1.586
12 F -0.35426 -3.68961 1.89219  C11 1.339
13 F -0.05256 -2.38618 3.67148  C11 1.342
14 C -1.97605 -2.07136 2.39111  C11 1.586, F15 1.335, F16 1.361, C17 1.559
15 F -2.18632 -0.75264 2.40881  C14 1.335
16 F -2.45372 -2.53623 3.57779  C14 1.361
17 C -2.79729 -2.81446 1.29458  C14 1.559, F18 1.359, F19 1.321, F20 1.331
18 F -3.98707 -2.16875 1.17149  C17 1.359
19 F -2.22626 -2.78933 0.10352  C17 1.321
20 F -3.11517 -4.04767 1.68068  C17 1.331
21 C -2.88197 -0.91701 -2.45598  O22 1.414, H27 1.090, H28 1.094, H29 1.096
22 O -1.50523 -0.98196 -2.13858  C21 1.414, C23 1.422
23 C -0.81230 -1.96446 -2.89761  O22 1.422, C24 1.513, H30 1.095, H31 1.095
24 C -0.01590 -1.33456 -4.01900  C23 1.513, O25 1.426, H32 1.094, H33 1.093
25 O -0.86811 -0.76545 -5.01034  C24 1.426, C26 1.415
26 C -0.95402 0.64307 -4.90946  O25 1.415, H34 1.096, H35 1.093, H36 1.090
27 H -3.29639 -0.02753 -1.98135  C21 1.090
28 H -3.04717 -0.84757 -3.53478  C21 1.094
29 H -3.39972 -1.79797 -2.06068  C21 1.096
30 H -1.50610 -2.71615 -3.28774  C23 1.095
31 H -0.11921 -2.46591 -2.21463  C23 1.095
32 H 0.57060 -2.11521 -4.51223  C24 1.094
33 H 0.67830 -0.58775 -3.62444  C24 1.093
34 H -0.01536 1.10463 -5.23542  C26 1.096
35 H -1.18262 0.96068 -3.88885  C26 1.093
36 H -1.75583 0.97858 -5.56716  C26 1.090
37 C -0.32558 3.65127 0.01374  O38 1.413, H43 1.090, H44 1.094, H45 1.096
38 O 0.17718 2.75043 0.97872  C37 1.413, C39 1.426
39 C 1.57823 2.52178 0.84386  O38 1.426, C40 1.512, H46 1.094, H47 1.092
40 C 2.36354 3.29458 1.87976  C39 1.512, O41 1.427, H48 1.093, H49 1.094
41 O 2.28613 4.70198 1.65481  C40 1.427, C42 1.414
42 C 1.38900 5.34524 2.53780  O41 1.414, H50 1.096, H51 1.093, H52 1.090
43 H -1.34328 3.91726 0.30064  C37 1.090
44 H 0.27379 4.56458 -0.03985  C37 1.094
45 H -0.35351 3.17213 -0.97166  C37 1.096
46 H 1.91777 2.76987 -0.16614  C39 1.094
47 H 1.74588 1.45443 1.00157  C39 1.092
48 H 3.41752 3.01613 1.79661  C40 1.093
49 H 2.02448 3.04107 2.88813  C40 1.094
50 H 1.80985 5.37809 3.54914  C42 1.096
51 H 0.41798 4.84361 2.56201  C42 1.093
52 H 1.24517 6.36682 2.18554  C42 1.090

3.
The molecule C2H4N2O2. Source: the Open Molecules 2025 dataset; level of theory: ωB97M-V with the def2-TZVPD basis set.

Summary:
SMILES = C1=NOCON1
molar mass = 88.07 u
multiplicity = 1
strongest force on any atom = 8.70 eV/Å
calculated total energy = -338.4005 Eh
LUMO = 0.728 eV

Last columns: bonded neighbours and bond lengths (Å).
Atoms and positions in Å:
1 C -1.24110 0.49620 -0.07765  N2 1.324, N6 1.477, H7 1.150
2 N -0.42214 1.53598 -0.08678  C1 1.324, O3 1.510
3 O 0.91968 1.06277 -0.59148  N2 1.510, C4 1.484
4 C 1.37490 -0.13043 0.16518  O3 1.484, O5 1.463, H8 0.985, H9 1.159
5 O 0.41556 -1.14035 -0.28076  C4 1.463, N6 1.411
6 N -0.95841 -0.89464 -0.48675  C1 1.477, O5 1.411, H10 1.018
7 H -2.34964 0.60168 0.21097  C1 1.150
8 H 1.26013 -0.06515 1.14099  C4 0.985
9 H 2.38358 -0.28098 -0.38613  C4 1.159
10 H -1.38255 -1.18510 0.39240  N6 1.018

4.
The molecule C23H34N4O3. Source: the Open Molecules 2025 dataset; level of theory: ωB97M-V with the def2-TZVPD basis set.

Summary:
SMILES = CCOc1ccccc1NC(=O)NC1(C(=O)N2CCN3CCC[C@@H]3C2)CCCCC1
molar mass = 414.55 u
multiplicity = 1
strongest force on any atom = 0.66 eV/Å
calculated total energy = -1341.6237 Eh
LUMO = 0.772 eV

Last columns: bonded neighbours and bond lengths (Å).
Atoms and positions in Å:
1 C -1.51185 2.10657 -2.57671  C2 1.523, H31 1.089, H32 1.086, H33 1.088
2 C -0.43272 1.16888 -3.10255  C1 1.523, O3 1.420, H34 1.093, H35 1.096
3 O 0.60340 0.97286 -2.15141  C2 1.420, C4 1.384
4 C 1.46219 2.03633 -1.93598  O3 1.384, C5 1.385, C9 1.406
5 C 2.15730 2.66000 -2.95883  C4 1.385, C6 1.385, H36 1.080
6 C 3.05507 3.67561 -2.67584  C5 1.385, C7 1.383, H37 1.079
7 C 3.26560 4.06593 -1.36618  C6 1.383, C8 1.383, H38 1.079
8 C 2.57955 3.45245 -0.33334  C7 1.383, C9 1.389, H39 1.077
9 C 1.67053 2.43836 -0.60469  C4 1.406, C8 1.389, N10 1.394
10 N 0.91191 1.79618 0.37316  C9 1.394, C11 1.364, H40 1.011
11 C 1.13206 1.78580 1.71956  N10 1.364, O12 1.215, N13 1.380
12 O 2.03531 2.37223 2.28115  C11 1.215
13 N 0.28973 0.97902 2.45746  C11 1.380, C14 1.462, H41 1.013
14 C -1.07109 0.54083 2.15256  N13 1.462, C15 1.542, C26 1.544, C30 1.537
15 C -1.12994 -0.23011 0.81860  C14 1.542, O16 1.225, N17 1.347
16 O -1.93710 0.09022 -0.04482  C15 1.225
17 N -0.30756 -1.27695 0.61439  C15 1.347, C18 1.449, C25 1.460
18 C 0.79660 -1.73686 1.43143  N17 1.449, C19 1.526, H42 1.088, H43 1.097
19 C 1.97183 -2.09077 0.52548  C18 1.526, N20 1.445, H44 1.094, H45 1.105
20 N 1.63576 -3.26388 -0.24879  C19 1.445, C21 1.449, C24 1.465
21 C 2.48659 -3.51044 -1.39563  N20 1.449, C22 1.523, H46 1.104, H47 1.092
22 C 1.66910 -4.49548 -2.22008  C21 1.523, C23 1.529, H48 1.090, H49 1.088
23 C 0.25613 -3.92636 -2.09004  C22 1.529, C24 1.538, H50 1.088, H51 1.091
24 C 0.23790 -3.30068 -0.68560  N20 1.465, C23 1.538, C25 1.526, H52 1.099
25 C -0.40403 -1.91677 -0.69474  N17 1.460, C24 1.526, H53 1.096, H54 1.093
26 C -1.98974 1.78006 2.09340  C14 1.544, C27 1.527, H55 1.092, H56 1.094
27 C -3.47807 1.44225 2.04847  C26 1.527, C28 1.523, H57 1.092, H58 1.089
28 C -3.86978 0.52157 3.19716  C27 1.523, C29 1.524, H59 1.091, H60 1.093
29 C -3.01316 -0.73848 3.15829  C28 1.524, C30 1.526, H61 1.092, H62 1.092
30 C -1.53792 -0.37384 3.29682  C14 1.537, C29 1.526, H63 1.094, H64 1.090
31 H -1.08412 3.08161 -2.34850  C1 1.089
32 H -2.28983 2.22844 -3.32500  C1 1.086
33 H -1.95065 1.68582 -1.67498  C1 1.088
34 H -0.84968 0.17269 -3.27039  C2 1.093
35 H -0.02401 1.54327 -4.04821  C2 1.096
36 H 2.00742 2.34395 -3.98062  C5 1.080
37 H 3.59115 4.15278 -3.48221  C6 1.079
38 H 3.96668 4.85542 -1.14246  C7 1.079
39 H 2.74120 3.74742 0.68960  C8 1.077
40 H 0.19197 1.20247 -0.01698  N10 1.011
41 H 0.45966 1.11286 3.44682  N13 1.013
42 H 1.09273 -0.95972 2.13305  C18 1.088
43 H 0.50267 -2.63676 1.98618  C18 1.097
44 H 2.85213 -2.31889 1.13440  C19 1.094
45 H 2.21674 -1.21908 -0.10808  C19 1.105
46 H 2.68197 -2.58935 -1.97252  C21 1.104
47 H 3.44390 -3.91768 -1.06366  C21 1.092
48 H 1.72095 -5.48418 -1.76491  C22 1.090
49 H 2.00445 -4.56128 -3.25278  C22 1.088
50 H -0.51325 -4.68581 -2.21167  C23 1.088
51 H 0.09611 -3.15215 -2.84202  C23 1.091
52 H -0.31500 -3.94379 0.01316  C24 1.099
53 H 0.09035 -1.27978 -1.43769  C25 1.096
54 H -1.46153 -1.98610 -0.96262  C25 1.093
55 H -1.72776 2.37706 1.21789  C26 1.092
56 H -1.78098 2.38070 2.98336  C26 1.094
57 H -4.05150 2.37010 2.09739  C27 1.092
58 H -3.70258 0.95451 1.10063  C27 1.089
59 H -4.92595 0.25894 3.11773  C28 1.091
60 H -3.72130 1.03283 4.15189  C28 1.093
61 H -3.17609 -1.25876 2.21247  C29 1.092
62 H -3.29459 -1.41360 3.96913  C29 1.092
63 H -1.39475 0.15946 4.24125  C30 1.094
64 H -0.93010 -1.27793 3.32769  C30 1.090

5.
The molecule C6H15NO. Source: the Open Molecules 2025 dataset; level of theory: ωB97M-V with the def2-TZVPD basis set.

Summary:
SMILES = CNCCCCCO
molar mass = 117.19 u
multiplicity = 1
strongest force on any atom = 4.20 eV/Å
calculated total energy = -367.5146 Eh
LUMO = 0.779 eV

Last columns: bonded neighbours and bond lengths (Å).
Atoms and positions in Å:
1 C -1.40680 0.67687 2.22151  N2 1.516, H9 1.066, H10 1.122, H11 1.078
2 N -1.53383 1.68296 1.09471  C1 1.516, C3 1.490, H12 1.008
3 C -0.68045 1.40037 -0.09369  N2 1.490, C4 1.529, H13 1.151, H14 1.073
4 C -0.87851 0.27198 -1.10684  C3 1.529, C5 1.520, H15 1.226, H16 1.088
5 C -0.37121 -1.11249 -0.73787  C4 1.520, C6 1.559, H17 1.083, H18 1.192
6 C 0.97894 -1.07317 0.03986  C5 1.559, C7 1.506, H19 1.103, H20 1.146
7 C 2.19972 -1.19120 -0.83393  C6 1.506, O8 1.389, H21 1.141, H22 1.127
8 O 2.97324 -0.03820 -0.80460  C7 1.389, H23 1.035
9 H -1.95669 0.94432 3.09510  C1 1.066
10 H -1.68658 -0.35227 1.87156  C1 1.122
11 H -0.40807 0.64416 2.62595  C1 1.078
12 H -2.49309 1.66656 0.78473  N2 1.008
13 H 0.43227 1.51337 0.17916  C3 1.151
14 H -0.61823 2.27848 -0.70643  C3 1.073
15 H -2.06864 0.31025 -1.40000  C4 1.226
16 H -0.31537 0.50363 -2.00801  C4 1.088
17 H -0.43554 -1.76600 -1.59916  C5 1.083
18 H -1.19055 -1.52922 0.02088  C5 1.192
19 H 0.98554 -0.12470 0.60375  C6 1.103
20 H 0.97282 -1.93103 0.79963  C6 1.146
21 H 1.80102 -1.24426 -1.90195  C7 1.141
22 H 2.89769 -1.98631 -0.44601  C7 1.127
23 H 2.80229 0.45589 -1.69837  O8 1.035

6.
The molecule C5H4N2O6S. Source: the Open Molecules 2025 dataset; level of theory: ωB97M-V with the def2-TZVPD basis set.

Summary:
molar mass = 220.16 u
multiplicity = 1
strongest force on any atom = 3.83 eV/Å
calculated total energy = -1151.7773 Eh
LUMO (alpha / beta) = -2.373 / -2.221 eV

Last columns: bonded neighbours and bond lengths (Å).
Atoms and positions in Å:
1 C 0.89569 1.29581 -0.40349  C3 1.364, S14 1.720, H15 1.144
2 C -0.54882 -0.66500 0.06244  C3 1.428, C5 1.456, N7 1.342
3 C -0.32189 0.72582 -0.17117  C1 1.364, C2 1.428, N6 1.466
4 C 1.78917 -1.30463 -0.53334  N7 1.432, O11 1.155, S14 1.954
5 C -1.89572 -0.95407 0.53450  C2 1.456, H16 1.029, H17 1.122, H18 1.182
6 N -1.47812 1.60965 -0.35143  C3 1.466, O8 1.202, O9 1.201
7 N 0.47814 -1.52659 -0.00241  C2 1.342, C4 1.432, O10 1.286
8 O -1.82744 2.26765 0.59143  N6 1.202
9 O -2.00050 1.66460 -1.43136  N6 1.201
10 O 0.49407 -2.67901 0.56916  N7 1.286
11 O 2.41962 -2.00811 -1.19710  C4 1.155
12 O 3.37692 1.00151 -0.68409  S14 1.409
13 O 2.26628 0.47173 1.50573  S14 1.422
14 S 2.32267 0.47024 0.08532  C1 1.720, C4 1.954, O12 1.409, O13 1.422
15 H 0.94878 2.43065 -0.53537  C1 1.144
16 H -1.98958 -1.88840 0.95641  C5 1.029
17 H -2.72706 -0.87113 -0.21473  C5 1.122
18 H -2.20220 -0.04072 1.21951  C5 1.182

Question: What is the strongest force on any atom in the second record?
Answer: 4.00 eV/Å

Question: Which value of strongest force on any atom does entry 2 give?
Answer: 4.00 eV/Å

Question: Among the records above, which one has the lowest strongest force on any atom?
Answer: C23H34N4O3

Question: Among the records above, which one has the lowest strongest force on any atom?
Answer: C23H34N4O3